1.
Molecular formula: C3H14NO3
Method: DFT, ωB97M-V/def2-TZVPD

Positions of all 21 atoms, in Å:
C -0.42071 -0.69429 2.73417
C 0.32194 -0.63349 1.42479
C -0.08365 0.02725 0.34799
N 0.95291 0.24925 -0.71351
H -0.80434 0.28446 2.99020
H -1.31472 -1.30481 2.51336
H 0.15058 -1.27494 3.43893
H 1.30225 -1.10731 1.46152
H -1.02591 0.31694 -0.09121
H 0.59030 0.42963 -1.64606
H 1.68252 0.85810 -0.33715
H 1.40155 -0.66364 -0.78334
H 3.05107 2.92182 -0.49175
H 2.31282 3.23532 0.74462
O 2.65125 2.48366 0.24845
H -2.80500 1.31514 -1.93429
H -2.10313 0.20263 -2.60992
O -1.93478 0.87429 -1.95707
H -2.15305 -2.46983 -1.55460
H -1.34002 -3.43320 -0.85936
O -1.25830 -2.54428 -1.20106

Net charge: +1
HOMO: -0.499 hartree
Maximum force: 2.53 eV/A
Energy relative to the best compared isomer or geometry (same formula, charge and spin): 1.382 eV
Frontier orbital gap: 10.78 eV
Calculated total energy: -10963.625 eV
Molecular weight: 112.15 g mol⁻¹

---

2.
Molecular formula: C3H14NO4
Method: DFT, ωB97M-V/def2-TZVPD

Positions of all 22 atoms, in Å:
C 3.36976 0.45036 1.22016
N 2.29212 -0.52780 1.19777
C 1.44377 -0.09449 -0.29997
C 0.08269 0.32410 0.19984
O -0.80634 0.50418 -0.92920
H 3.00342 1.47930 1.33131
H 4.00231 0.48685 0.33329
H 3.99127 0.29316 2.09110
H 2.31860 -0.94709 0.26138
H 1.26813 -0.66424 -1.21676
H 2.02453 0.79281 -0.54541
H 0.07116 1.19393 0.83499
H -0.30268 -0.54756 0.73424
H -1.68270 0.41833 -0.53980
H -3.81825 -0.17877 -0.56671
O -3.31640 0.15299 0.22225
H 0.06808 0.83314 -2.53710
H 1.54158 0.66038 -2.96698
O 0.74044 1.14761 -3.15669
H -3.20428 -1.11403 1.20486
H -2.40968 -2.28996 1.76408
O -3.25736 -1.83000 1.86345

Net charge: 0
2S+1: 2
HOMO (spin up / spin down): -0.354 / -0.354 hartree
Maximum force: 4.76 eV/A
Energy relative to the best compared isomer or geometry (same formula, charge and spin): 4.280 eV
Frontier orbital gap (spin up / spin down): 9.86 / 5.61 eV
Calculated total energy: -13011.488 eV
Molecular weight: 128.15 g mol⁻¹

---

3.
Molecular formula: C3H14NO4
Method: DFT, ωB97M-V/def2-TZVPD

Positions of all 22 atoms, in Å:
O -1.22410 0.98726 -1.09786
C -1.96086 0.08157 -0.83105
C -1.46419 -0.91588 0.13377
C -1.44304 -2.20926 -0.56507
N -0.14375 -0.72002 0.86524
H -3.06416 0.10485 -0.95197
H -2.21551 -1.00992 0.94551
H -0.50046 -2.64618 -1.03256
H -2.20181 -2.42283 -1.31500
H -1.42815 -3.08270 0.23838
H -0.27165 0.22762 1.54193
H 0.68364 -0.47789 0.17002
H 0.37178 -1.55470 1.30950
H 2.27988 0.91014 -1.16927
H 1.07435 1.03691 -1.95753
O 1.73027 1.57412 -1.54348
H -0.02479 2.40456 2.09843
H 0.56721 1.71649 3.33244
O 0.48418 1.58911 2.39677
H 3.34339 -0.78074 -0.50888
H 2.89266 0.04146 0.69092
O 2.59820 -0.54618 0.01025

Net charge: +1
HOMO: -0.515 hartree
Maximum force: 6.04 eV/A
Energy relative to the best compared isomer or geometry (same formula, charge and spin): 2.474 eV
Frontier orbital gap: 10.69 eV
Calculated total energy: -13010.155 eV
Molecular weight: 128.15 g mol⁻¹

---

4.
Molecular formula: C3H14NOSW
Method: DFT, ωB97M-V/def2-TZVPD

Positions of all 21 atoms, in Å:
C -0.09993 0.42962 -2.41969
W -0.84696 0.21828 -0.46738
N -2.21384 0.95116 0.98437
H -1.32481 1.94814 -0.91483
H -3.08394 0.43064 1.13432
H -0.46704 1.97144 -0.63237
H -0.58154 1.33045 -2.82689
H -0.51203 -0.50376 -2.85465
H 0.98979 0.47882 -2.53694
H -1.83299 0.99858 1.94034
H -2.44363 1.91497 0.74095
C 2.25485 -1.17443 -0.15894
S 1.09329 0.01521 0.55836
C 0.04086 -1.18236 1.51869
O 1.92373 0.70199 1.61407
H 1.85385 -2.16329 -0.42955
H 3.06794 -1.26542 0.58837
H 2.63171 -0.73441 -1.08803
H 0.52836 -2.17743 1.49601
H 0.04694 -0.82865 2.57555
H -1.02462 -1.35956 1.17824

Net charge: +1
2S+1: 3
HOMO (spin up / spin down): -0.416 / -0.453 hartree
Maximum force: 4.10 eV/A
Energy relative to the best compared isomer or geometry (same formula, charge and spin): 0.000 eV
Frontier orbital gap (spin up / spin down): 6.71 / 7.68 eV
Calculated total energy: -19523.319 eV
Molecular weight: 296.06 g mol⁻¹

---

5.
Molecular formula: C3H14O3S
Method: DFT, ωB97M-V/def2-TZVPD

Positions of all 21 atoms, in Å:
C 0.24745 1.32670 -1.38865
C -0.66334 1.18495 -0.19506
C 0.16274 1.18423 1.09586
S -0.78858 1.59108 2.44997
H -0.26809 1.70876 -2.27153
H 0.69365 0.39362 -1.57696
H 0.97400 2.13711 -1.27798
H -1.44480 1.91451 -0.24692
H -1.11788 0.19778 -0.18029
H 1.06165 1.80629 1.17753
H 0.53845 0.10148 1.20492
H -1.18585 -0.82596 2.92630
H -0.98085 -1.69326 -1.12541
H -2.23589 -2.25471 -1.81944
O -1.60299 -1.53455 -1.85422
H -0.92698 -1.34795 2.45914
H 0.45706 -2.20186 0.93586
O 0.11009 -1.63305 0.24213
H 3.04216 -0.77027 -0.56892
H 1.53163 -0.87673 -0.01857
O 2.39638 -0.40819 0.03224

Net charge: 0
HOMO: -0.366 hartree
Maximum force: 2.39 eV/A
Energy relative to the best compared isomer or geometry (same formula, charge and spin): 6.511 eV
Frontier orbital gap: 5.39 eV
Calculated total energy: -20309.725 eV
Molecular weight: 130.21 g mol⁻¹

---

6.
Molecular formula: C3H14O5
Method: DFT, ωB97M-V/def2-TZVPD

Positions of all 22 atoms, in Å:
C -0.50804 2.76989 2.44480
C -1.31426 1.40360 2.61905
C -0.56857 0.42713 3.51339
O 0.40847 -0.15691 3.12875
H -0.75529 3.59672 3.07277
H -0.73274 3.19882 1.45902
H 0.54299 2.40598 2.42996
H -2.26055 1.70464 3.16584
H -1.40473 1.20031 1.54485
H -1.03679 0.33110 4.49603
O -0.77284 -1.95939 -3.98872
H -1.26854 -1.55264 -3.25803
H -0.85334 -1.48271 -4.81584
O 1.40524 -0.23210 -0.34656
H 1.38140 0.07508 0.56742
H 1.86909 -1.07544 -0.31058
O -1.28430 -0.10973 -2.10879
H -0.42889 -0.09948 -1.66022
H -1.93970 -0.37086 -1.45120
O 2.38317 -1.64077 -3.07916
H 2.38200 -0.88008 -2.49125
H 1.47841 -1.79651 -3.36818

Net charge: 0
HOMO: -0.386 hartree
Maximum force: 2.85 eV/A
Energy relative to the best compared isomer or geometry (same formula, charge and spin): 1.143 eV
Frontier orbital gap: 10.85 eV
Calculated total energy: -13574.854 eV
Molecular weight: 130.14 g mol⁻¹